(1)
Density functional theory data (wB97M-V/def2-TZVPD) for a structure of composition C31H25ClN4O5PRuS.

```
! wB97M-V def2-TZVPD RIJCOSX def2/J DEFGRID3
* xyz 0 2
Ru 1.85740 -0.09651 0.06338
O 3.71921 1.00563 -1.86427
C 2.88212 1.30958 -1.05474
C 2.62968 2.73764 -0.62092
C 3.55877 3.75932 -0.67252
C 3.19620 5.01048 -0.18647
C 1.91871 5.22791 0.31647
C 0.97098 4.20981 0.33091
C 1.33854 2.96039 -0.13232
P 0.35058 1.45654 -0.44031
C -0.13191 1.80001 -2.15643
C 0.49062 1.13986 -3.20835
C 0.22983 1.51636 -4.51602
C -0.65514 2.55076 -4.77858
C -1.27100 3.22273 -3.73131
C -1.00187 2.85494 -2.42311
C -1.13719 1.48601 0.58467
C -2.41788 1.28524 0.08195
C -3.49787 1.22022 0.95275
C -3.30081 1.34784 2.31958
C -2.01945 1.53498 2.82569
C -0.93862 1.59755 1.96264
H 4.54810 3.57157 -1.06943
H 3.91449 5.81970 -0.19410
H 1.65339 6.20586 0.69786
H -0.02937 4.39356 0.70473
H 1.16952 0.32096 -3.01126
H 0.71263 0.99169 -5.32946
H -0.86371 2.83824 -5.80106
H -1.95364 4.03786 -3.93289
H -1.46502 3.40050 -1.60906
H -2.56944 1.14518 -0.98022
H -4.49254 1.05664 0.55875
H -4.14501 1.29511 2.99521
H -1.86303 1.62632 3.89256
H 0.06670 1.72286 2.35332
N -4.71096 -4.95881 1.43674
C -3.75782 -4.28794 0.68431
C -3.08475 -4.93949 -0.35214
C -2.09334 -4.28905 -1.06162
C -1.77618 -2.97765 -0.75354
C -2.43751 -2.31432 0.27098
C -3.41872 -2.96516 0.99027
S -0.52448 -2.13516 -1.65754
O 0.04926 -3.04639 -2.60413
O -1.08881 -0.89917 -2.13898
N 0.56915 -1.68441 -0.51898
C 0.79921 -2.45706 0.58563
N 1.37582 -1.67475 1.52693
C 1.71414 -2.21135 2.69125
C 1.42040 -3.53752 2.94894
C 0.83247 -4.26014 1.91848
N 0.53484 -3.74955 0.72888
H -5.14032 -5.75365 0.99275
H -5.37267 -4.37854 1.92503
H -3.33591 -5.96643 -0.58891
H -1.54755 -4.79209 -1.84826
H -2.17880 -1.28971 0.51012
H -3.92957 -2.45210 1.79679
H 2.21136 -1.56250 3.40382
H 1.65619 -3.99552 3.89722
H 0.60531 -5.31276 2.04907
Cl 4.20474 -1.49910 0.15750
C 4.94415 -0.17849 1.13891
C 3.92247 0.50693 2.05729
O 4.19271 0.64248 3.22981
O 2.82946 0.94407 1.49498
H 5.35017 0.53752 0.42725
H 5.73161 -0.62548 1.73351
*
```

The value obtained for the highest occupied orbital energy (alpha / beta) is -8.4 / -8.4 eV. Its expectation value of S² is 0.757.



(2)
Density functional theory data (wB97M-V/def2-TZVPD) for a structure of composition C31H25ClN5O4S2Ta.

```
! wB97M-V def2-TZVPD RIJCOSX def2/J DEFGRID3
* xyz 2 1
Ta -0.20843 1.11973 1.39500
S -0.37002 -0.44274 3.26998
C -1.45938 0.79502 3.82993
N -1.66368 1.73355 2.93486
C -2.41526 2.79519 3.44226
C -2.81253 3.94453 2.76638
C -3.58018 4.86170 3.45369
C -3.95881 4.64330 4.78432
C -3.57590 3.50118 5.45869
C -2.79185 2.58058 4.77100
S -2.15738 1.06088 5.35707
H -2.53925 4.09735 1.73076
H -3.90324 5.76507 2.95441
H -4.56236 5.38158 5.29393
H -3.86915 3.33370 6.48591
C 1.01551 -7.26446 -5.40810
O 0.98752 -6.59400 -4.14998
C 1.93356 -5.68048 -3.89464
C 2.93769 -5.30911 -4.78953
C 3.88065 -4.37142 -4.40734
C 3.79719 -3.74428 -3.17132
C 2.80932 -4.14101 -2.26275
C 1.89486 -5.10344 -2.61777
N 4.82002 -2.81176 -2.87200
N 4.62318 -1.80127 -2.18753
C 3.34111 -1.33216 -1.80229
C 2.39034 -0.95828 -2.72795
C 1.21983 -0.28161 -2.34603
C 1.01533 0.01087 -1.02281
O -0.06433 0.65642 -0.49440
C 1.96030 -0.35072 -0.07359
N 1.66436 0.02927 1.21243
C 2.59122 -0.19626 2.15742
C 3.79875 -0.81409 1.87991
C 4.08931 -1.21993 0.58820
C 3.15633 -0.99466 -0.43025
H 0.18040 -7.95637 -5.39420
H 1.94671 -7.81910 -5.53311
H 0.89059 -6.55798 -6.23056
H 3.00879 -5.76442 -5.76573
H 4.69056 -4.10416 -5.07373
H 2.78821 -3.73801 -1.25847
H 1.14647 -5.45456 -1.92004
H 2.55035 -1.18729 -3.77262
H 0.49324 0.01233 -3.09248
H 2.35583 0.13823 3.15827
H 4.50635 -0.95967 2.68280
H 5.03815 -1.68575 0.35158
N -2.24977 0.24274 0.77642
C -3.23717 1.27727 0.46339
C -2.97102 2.17682 -0.55752
C -3.90446 3.16708 -0.83704
C -5.07951 3.24812 -0.10436
C -5.33118 2.33691 0.91317
C -4.40600 1.34636 1.20350
H -2.62631 -0.37623 1.49059
H -2.09013 -0.33266 -0.04877
H -2.06363 2.09459 -1.14368
H -3.71582 3.86623 -1.64047
H -5.80722 4.01437 -0.33427
H -6.25241 2.39094 1.47718
H -4.60276 0.62646 1.99090
Cl 2.77095 3.36234 -0.08408
C 1.95177 4.26682 1.22113
C 0.89861 3.29308 1.63427
O 1.13638 2.39253 2.49678
O -0.19639 3.14499 0.97353
H 1.53348 5.18537 0.82145
H 2.65228 4.45442 2.02827
*
```

The value obtained for the highest occupied orbital energy is -12.3 eV.



(3)
Density functional theory data (wB97M-V/def2-TZVPD) for a structure of composition C31H26BrIN2O7STc.

```
! wB97M-V def2-TZVPD RIJCOSX def2/J DEFGRID3
* xyz 0 4
Tc 0.85452 -0.69461 0.28992
C 1.38532 -1.68691 -4.31428
C 0.01562 -1.33851 -3.82688
N -0.92718 -1.13101 -4.70428
C -2.14768 -0.77201 -4.29728
C -2.51868 -0.66321 -2.97838
C -3.89348 -0.14031 -2.63078
O -3.83458 1.03619 -1.84448
C -1.54118 -0.91601 -1.97608
C -1.93988 -0.84551 -0.61018
N -1.20988 -0.66421 0.46492
C -1.97788 -0.30041 1.60762
C -3.06468 0.56309 1.36562
C -3.96998 0.92779 2.33992
C -3.78118 0.49689 3.64052
C -2.67578 -0.27831 3.92502
C -1.78548 -0.69191 2.93722
I -0.23908 -1.91221 3.70562
C -0.21118 -1.20751 -2.40938
O 0.75592 -1.39581 -1.59458
H 1.44172 -1.54051 -5.38858
H 1.61172 -2.72781 -4.08468
H 2.13602 -1.08341 -3.80738
H -2.85468 -0.57041 -5.09068
H -4.46898 -0.86401 -2.04468
H -4.44658 0.05829 -3.55818
H -3.42818 1.73209 -2.37248
H -3.01578 -0.91981 -0.46318
H -3.19588 0.96609 0.37162
H -4.81078 1.55359 2.08222
H -4.46648 0.78079 4.42622
H -2.49018 -0.58661 4.94312
O 4.70122 -1.01241 -0.93278
C 3.77882 -1.44881 -0.26688
O 2.78452 -0.73601 0.11302
C 3.77922 -2.89731 0.14832
C 4.98892 -3.56941 -0.02188
C 5.11542 -4.90841 0.28572
C 4.01462 -5.60501 0.76772
C 2.81152 -4.95611 0.94592
C 2.67312 -3.59721 0.63662
S 1.05032 -2.98641 0.89082
H 5.82362 -3.00211 -0.40388
H 6.06782 -5.40181 0.15702
H 4.10022 -6.65641 0.99902
H 1.94232 -5.47541 1.32052
Br -3.99688 4.97089 3.52842
C -2.41898 4.01139 3.06712
C -2.26158 3.57049 1.76632
C -1.13518 2.83789 1.44422
C -0.17698 2.54069 2.40612
C -0.33938 3.01399 3.69852
C -1.45938 3.75799 4.03122
C 1.02142 1.72529 1.95812
O 2.03072 2.27869 1.56912
O 0.82022 0.45299 1.97622
H -3.01028 3.77479 1.01592
H -0.99688 2.48409 0.43482
H 0.40512 2.80209 4.45012
H -1.57918 4.14149 5.03252
C 1.43222 3.58189 -1.30168
C 1.57852 2.09399 -1.26058
C 2.82572 1.55149 -1.85968
O 0.68902 1.40899 -0.77348
H 1.98242 4.01479 -2.13128
H 1.85962 3.94539 -0.36418
H 0.38932 3.89149 -1.32788
H 3.62842 2.28119 -1.84978
H 2.61202 1.28809 -2.89798
H 3.16262 0.64869 -1.35478
*
```

The value obtained for the highest occupied orbital energy (alpha / beta) is -7.8 / -7.8 eV. Its expectation value of S² is 3.784.



What energy above the lowest of the compared OMol25 structures with the same formula, charge and spin values result from the calculations? In sequence: 116.8; 0.0; 116.3 kJ/mol.